Here is a structure of composition C42H41NO3P2STc in a non-equilibrium geometry from the Open Molecules 2025 dataset. Energies are from ωB97M-V/def2-TZVPD.

Calculated values
- total charge = +2
- spin multiplicity = 4
- maximum force (Eh/bohr) = 0.10138
- HOMO energy (alpha / beta) (eV) = -13.398 / -13.406
- orbital gap (alpha / beta) (eV) = 6.589 / 2.940

CARTESIAN COORDINATES (ANGSTROEM)
Tc1 0.23 0.21 1.76
C1 -1.48 0.83 -4.66
C2 -1.51 -0.49 -4.40
C3 -0.75 -1.52 -5.18
C4 0.67 -1.12 -5.66
C5 1.49 -0.29 -4.72
C6 1.53 1.05 -4.73
C7 0.67 1.92 -5.59
C8 -0.77 1.42 -5.84
C9 2.02 0.26 2.89
H1 -2.06 1.54 -4.06
H2 -2.19 -0.88 -3.63
H3 -1.33 -1.76 -6.09
H4 -0.67 -2.45 -4.60
H5 1.22 -2.06 -5.81
H6 0.60 -0.63 -6.64
H7 2.15 -0.88 -4.08
H8 2.32 1.60 -4.21
H9 1.16 2.03 -6.58
H10 0.62 2.92 -5.16
H11 -1.35 2.30 -6.17
H12 -0.77 0.71 -6.68
H13 1.83 0.88 3.77
H14 2.98 0.56 2.44
H15 2.15 -0.79 3.23
P1 -1.13 -0.61 0.09
P2 1.75 0.15 0.12
C10 -0.22 -0.86 -1.43
C11 1.09 -0.53 -1.41
C12 -2.12 -2.14 0.28
C13 -2.42 -2.97 -0.81
C14 -3.20 -4.11 -0.63
C15 -3.66 -4.46 0.64
C16 -3.34 -3.66 1.74
C17 -2.58 -2.50 1.56
C18 -2.32 0.72 -0.32
C19 -1.86 2.05 -0.35
C20 -2.78 3.09 -0.52
C21 -4.14 2.81 -0.70
C22 -4.58 1.48 -0.74
C23 -3.67 0.43 -0.56
C24 3.25 -0.90 0.33
C25 3.05 -2.19 0.86
C26 4.15 -3.00 1.15
C27 5.44 -2.55 0.86
C28 5.64 -1.28 0.30
C29 4.54 -0.45 0.03
C30 2.36 1.82 -0.31
C31 2.47 2.81 0.67
C32 3.02 4.05 0.34
C33 3.42 4.31 -0.98
C34 3.24 3.35 -1.98
C35 2.70 2.10 -1.64
H16 -0.72 -1.25 -2.32
H17 1.74 -0.72 -2.27
H18 -2.04 -2.72 -1.80
H19 -3.45 -4.73 -1.49
H20 -4.27 -5.35 0.78
H21 -3.68 -3.92 2.74
H22 -2.33 -1.88 2.42
H23 -0.80 2.26 -0.22
H24 -2.43 4.13 -0.50
H25 -4.86 3.62 -0.79
H26 -5.63 1.24 -0.90
H27 -3.99 -0.60 -0.58
H28 2.03 -2.52 1.06
H29 3.98 -3.98 1.60
H30 6.30 -3.18 1.07
H31 6.64 -0.92 0.08
H32 4.68 0.53 -0.41
H33 2.15 2.58 1.69
H34 3.16 4.80 1.12
H35 3.86 5.27 -1.23
H36 3.52 3.55 -3.01
H37 2.54 1.33 -2.39
O1 -1.78 3.11 5.31
S1 -0.75 2.13 5.47
O2 0.53 2.49 6.01
N1 -0.55 1.24 4.00
C36 -0.89 -0.02 4.17
O3 -0.64 -0.87 3.21
C37 -1.44 -0.40 5.46
C38 -1.86 -1.67 5.89
C39 -2.21 -1.79 7.24
C40 -2.13 -0.69 8.11
C41 -1.70 0.57 7.66
C42 -1.38 0.69 6.31
H38 -1.88 -2.50 5.18
H39 -2.55 -2.76 7.61
H40 -2.41 -0.83 9.16
H41 -1.61 1.41 8.33



Here is a structure of composition C33H57ClMgN2O2Si in a non-equilibrium geometry from the Open Molecules 2025 dataset. Energies are from ωB97M-V/def2-TZVPD.

Calculated values
- maximum force (Eh/bohr) = 0.06678
- ΔE to the lowest compared entry with this formula, charge and spin (kJ/mol) = 71.2
- HOMO energy (eV) = -7.537
- orbital gap (eV) = 8.079

CARTESIAN COORDINATES (ANGSTROEM)
O1 0.78 -2.23 -1.94
O2 -2.28 -2.35 -6.25
C1 2.04 -2.57 -2.38
C2 2.79 -3.35 -1.31
H1 2.58 -1.66 -2.66
H2 1.99 -3.23 -3.27
H3 2.84 -2.80 -0.36
H4 3.79 -3.54 -1.74
H5 2.29 -4.33 -1.12
C3 -0.19 -3.36 -2.07
C4 -0.13 -4.28 -3.26
H6 -1.17 -2.93 -1.90
H7 0.04 -3.91 -1.18
H8 -0.49 -3.88 -4.20
H9 -0.83 -5.06 -2.99
H10 0.81 -4.78 -3.44
C5 -2.96 -1.90 -5.06
C6 -1.33 -1.29 -6.57
C7 -3.79 -3.06 -4.55
H11 -3.67 -1.13 -5.40
H12 -2.36 -1.43 -4.25
H13 -4.17 -3.62 -5.39
H14 -4.64 -2.71 -3.96
H15 -3.16 -3.73 -3.95
C8 -0.80 -1.78 -7.90
H16 -0.52 -1.03 -5.82
H17 -1.92 -0.36 -6.70
H18 -0.21 -2.72 -7.71
H19 -0.20 -1.04 -8.42
H20 -1.67 -2.05 -8.49
H21 0.43 -0.80 -2.31
N1 1.73 1.16 0.93
C9 1.57 2.38 1.42
C10 0.36 3.11 1.30
C11 -0.93 2.65 1.01
C12 2.70 3.08 2.16
H22 3.63 3.09 1.58
H23 2.88 2.63 3.15
H24 2.40 4.12 2.33
C13 -2.03 3.69 1.14
H25 -2.52 3.64 2.12
H26 -2.79 3.54 0.36
H27 -1.62 4.71 1.03
N2 -1.21 1.38 0.66
C14 2.85 0.29 1.17
C15 3.87 0.15 0.20
C16 3.82 0.89 -1.10
C17 4.97 -0.67 0.49
H28 5.77 -0.72 -0.24
C18 5.04 -1.37 1.70
H29 5.91 -1.99 1.90
C19 4.03 -1.22 2.65
H30 4.12 -1.71 3.62
C20 2.92 -0.42 2.39
C21 1.83 -0.31 3.40
C22 -2.48 0.83 1.03
C23 -3.45 0.51 0.04
C24 -3.14 0.75 -1.40
C25 -4.72 0.07 0.43
H31 -5.48 -0.12 -0.34
C26 -5.03 -0.14 1.77
H32 -6.02 -0.49 2.07
C27 -4.08 0.15 2.74
H33 -4.30 0.03 3.82
C28 -2.80 0.59 2.39
C29 -1.82 0.89 3.48
Mg1 0.23 -0.15 0.05
H34 3.44 0.28 -1.93
H35 4.83 1.20 -1.37
H36 3.19 1.80 -1.02
H37 1.62 0.75 3.60
H38 2.15 -0.78 4.33
H39 0.91 -0.81 3.07
H40 -4.02 0.55 -2.03
H41 -2.32 0.11 -1.76
H42 -2.84 1.80 -1.56
H43 -0.82 0.51 3.26
H44 -2.17 0.42 4.41
H45 -1.76 1.98 3.67
H46 0.45 4.15 1.58
C30 0.44 0.30 -2.68
Si1 0.38 2.15 -3.28
H47 1.40 0.04 -3.22
H48 -0.40 -0.06 -3.37
C31 1.59 2.13 -4.74
C32 0.91 3.48 -2.14
C33 -1.30 2.48 -4.00
H49 -1.81 1.59 -4.37
H50 -1.14 3.16 -4.85
H51 -1.95 2.99 -3.28
H52 2.58 1.77 -4.42
H53 1.71 3.15 -5.14
H54 1.22 1.49 -5.56
H55 1.69 3.19 -1.44
H56 0.06 3.87 -1.58
H57 1.29 4.28 -2.79
Cl1 0.06 -2.18 1.15



Here is a structure of composition LiN2O14S2Sr2 in a non-equilibrium geometry from the Open Molecules 2025 dataset. Energies are from ωB97M-V/def2-TZVPD.

Calculated values
- total charge = -1
- maximum force (Eh/bohr) = 0.19226
- ΔE to the lowest compared entry with this formula, charge and spin (kJ/mol) = 469.4
- HOMO energy (eV) = -3.550
- orbital gap (eV) = 2.159

CARTESIAN COORDINATES (ANGSTROEM)
Sr1 1.23 -0.13 2.99
Sr2 -1.63 -3.27 -0.22
Li1 0.60 3.25 0.88
N1 -3.48 -0.80 -1.20
O1 -3.71 -1.72 -0.40
O2 -2.72 -0.90 -2.16
O3 -4.11 0.14 -1.17
N2 -0.13 0.33 -0.06
O4 0.04 0.88 -1.01
O5 -0.58 -0.88 -0.09
O6 -0.03 0.92 1.06
S1 2.09 3.82 3.30
O7 3.11 4.55 2.51
O8 2.70 3.41 4.62
O9 0.92 4.65 3.48
O10 1.88 2.50 2.64
S2 0.75 -3.35 -2.94
O11 0.44 -3.30 -4.28
O12 2.00 -2.51 -3.03
O13 -0.41 -2.90 -2.22
O14 1.04 -4.71 -2.73



Here is a cluster of 2 separate species, C4H6FN2O2 in total in a non-equilibrium geometry from the Open Molecules 2025 dataset. Energies are from ωB97M-V/def2-TZVPD.

Calculated values
- total charge = -1
- maximum force (Eh/bohr) = 0.10144
- ΔE to the lowest compared entry with this formula, charge and spin (kJ/mol) = 323.2
- HOMO energy (eV) = -3.961
- orbital gap (eV) = 7.188

CARTESIAN COORDINATES (ANGSTROEM)
C1 3.34 1.08 1.32
H1 4.40 2.93 0.96
F1 0.58 1.27 1.79
C2 3.40 2.61 1.29
H2 2.63 3.00 0.62
C3 2.81 0.41 0.11
N1 2.33 0.07 -0.90
C4 3.38 0.29 2.62
H3 4.41 0.25 3.00
H4 2.78 0.82 3.36
H5 3.03 -0.73 2.42
N2 3.24 3.34 2.58
O1 2.21 3.94 2.73
O2 4.21 3.44 3.32
H6 4.39 0.79 0.80



Here is a structure of composition C43H35BrN5O2RuS2Sb in a non-equilibrium geometry from the Open Molecules 2025 dataset. Energies are from ωB97M-V/def2-TZVPD.

Calculated values
- total charge = -1
- spin multiplicity = 2
- maximum force (Eh/bohr) = 0.09228
- HOMO energy (alpha / beta) (eV) = -4.842 / -4.138
- orbital gap (alpha / beta) (eV) = 5.075 / 3.931

CARTESIAN COORDINATES (ANGSTROEM)
Ru1 -0.33 -0.14 0.01
S1 -1.43 1.76 1.46
C1 -1.99 2.78 0.27
C2 -2.82 3.90 0.71
N1 -3.46 4.78 1.07
C3 -1.69 2.66 -1.09
S2 -0.72 1.45 -1.75
C4 -2.16 3.64 -2.04
N2 -2.52 4.42 -2.81
C5 3.57 -0.72 4.63
C6 3.56 -0.82 3.10
C7 3.63 0.53 2.40
C8 4.87 1.17 2.41
C9 5.08 2.37 1.74
C10 4.02 2.95 1.07
C11 2.76 2.37 1.05
C12 1.64 3.13 0.39
C13 1.09 4.23 1.31
C14 2.55 1.14 1.71
N3 1.28 0.49 1.67
C15 0.82 0.01 2.78
C16 -0.25 -0.90 2.80
C17 -0.87 -1.59 3.84
C18 -1.80 -2.44 3.24
C19 -1.71 -2.23 1.85
N4 -0.76 -1.32 1.59
H1 3.53 -1.71 5.09
H2 2.72 -0.14 5.00
H3 4.48 -0.22 4.98
H4 2.70 -1.39 2.76
H5 4.44 -1.39 2.80
H6 5.70 0.69 2.92
H7 6.06 2.84 1.74
H8 4.16 3.90 0.55
H9 0.84 2.46 0.13
H10 2.00 3.58 -0.54
H11 0.65 3.80 2.21
H12 0.31 4.81 0.80
H13 1.89 4.92 1.61
H14 1.28 0.29 3.73
H15 -0.67 -1.48 4.90
H16 -2.48 -3.13 3.72
H17 -2.26 -2.71 1.06
Br1 1.86 -2.65 -0.02
C20 -0.10 -2.52 -1.74
C21 -0.40 -3.62 -2.53
C22 -1.73 -3.79 -2.89
C23 -2.69 -2.89 -2.43
C24 -2.30 -1.84 -1.62
N5 -1.00 -1.67 -1.30
C25 -3.28 -0.88 -1.00
O1 -4.47 -1.02 -1.30
O2 -2.74 -0.04 -0.20
H18 0.39 -4.29 -2.85
H19 -2.02 -4.62 -3.52
H20 -3.74 -2.98 -2.65
C26 3.08 4.33 -4.14
C27 1.98 3.56 -4.52
C28 1.74 2.34 -3.89
C29 2.59 1.87 -2.88
C30 3.67 2.67 -2.50
C31 3.91 3.89 -3.13
Sb1 2.24 0.00 -1.82
C32 4.34 -0.39 -1.58
C33 4.84 -0.99 -0.43
C34 6.21 -1.25 -0.32
C35 7.07 -0.91 -1.35
C36 6.57 -0.33 -2.51
C37 5.21 -0.08 -2.63
C38 2.08 -1.26 -3.55
C39 1.16 -1.01 -4.56
C40 1.09 -1.83 -5.69
C41 1.95 -2.91 -5.81
C42 2.86 -3.19 -4.79
C43 2.93 -2.37 -3.67
H21 3.26 5.28 -4.64
H22 1.31 3.91 -5.30
H23 0.86 1.79 -4.17
H24 4.33 2.35 -1.70
H25 4.76 4.50 -2.82
H26 4.17 -1.30 0.35
H27 6.59 -1.72 0.58
H28 8.14 -1.10 -1.25
H29 7.24 -0.08 -3.33
H30 4.82 0.36 -3.54
H31 0.45 -0.20 -4.47
H32 0.37 -1.62 -6.47
H33 1.90 -3.55 -6.69
H34 3.52 -4.05 -4.87
H35 3.62 -2.61 -2.88



Here is a cluster of 7 separate species, C29H59BO9 in total in a non-equilibrium geometry from the Open Molecules 2025 dataset. Energies are from ωB97M-V/def2-TZVPD.

Calculated values
- SMILES string = O=COCCBCCO.C1CCOC1.C1CCOC1.C1CCOC1.C1CCOC1.C1CCOC1.C1CCOC1
- maximum force (Eh/bohr) = 0.02251
- HOMO energy (eV) = -9.091
- orbital gap (eV) = 9.752

CARTESIAN COORDINATES (ANGSTROEM)
O1 3.64 -4.56 -0.62
C1 4.00 -3.75 0.21
O2 4.59 -2.57 -0.07
C2 3.77 -1.65 -0.83
C3 3.28 -0.51 0.05
B1 2.08 -0.81 1.01
C4 1.06 -2.01 0.86
C5 0.21 -1.99 -0.41
O3 -0.99 -2.76 -0.20
H1 3.87 -3.93 1.28
H2 2.96 -2.18 -1.33
H3 4.41 -1.25 -1.61
H4 4.12 -0.21 0.68
H5 3.05 0.37 -0.54
H6 1.91 -0.05 1.92
H7 0.36 -1.95 1.69
H8 1.53 -2.99 0.93
H9 -0.13 -0.98 -0.62
H10 0.72 -2.43 -1.26
H11 -0.70 -3.53 0.30
C6 -1.59 3.08 0.19
C7 -1.29 2.89 1.67
C8 -1.26 1.38 1.79
O4 -0.79 0.88 0.54
C9 -0.80 1.93 -0.44
H12 -1.30 4.05 -0.21
H13 -2.66 2.94 0.01
H14 -0.31 3.31 1.91
H15 -2.03 3.36 2.32
H16 -2.26 0.97 1.97
H17 -0.60 1.03 2.59
H18 0.23 2.23 -0.65
H19 -1.25 1.56 -1.36
C10 -0.69 -6.14 -3.72
C11 -1.68 -5.06 -3.29
C12 -2.02 -5.50 -1.87
O5 -0.85 -6.14 -1.36
C13 0.07 -6.39 -2.42
H20 -0.04 -5.84 -4.54
H21 -1.23 -7.04 -4.02
H22 -1.19 -4.08 -3.27
H23 -2.56 -4.98 -3.93
H24 -2.85 -6.22 -1.87
H25 -2.28 -4.66 -1.22
H26 0.91 -5.70 -2.32
H27 0.45 -7.41 -2.34
C14 4.95 4.50 -1.21
C15 6.08 4.01 -0.31
C16 5.35 3.07 0.63
O6 4.26 2.51 -0.12
C17 4.10 3.24 -1.34
H28 5.28 4.89 -2.17
H29 4.38 5.28 -0.70
H30 6.82 3.46 -0.90
H31 6.60 4.81 0.22
H32 4.93 3.60 1.49
H33 5.98 2.25 1.00
H34 4.46 2.61 -2.17
H35 3.04 3.45 -1.50
C18 0.82 3.72 -5.18
C19 -0.11 4.79 -4.62
C20 -0.28 4.33 -3.18
O7 0.95 3.69 -2.81
C21 1.74 3.47 -3.99
H36 1.37 4.04 -6.07
H37 0.26 2.82 -5.42
H38 0.37 5.77 -4.65
H39 -1.06 4.86 -5.15
H40 -1.09 3.60 -3.08
H41 -0.47 5.16 -2.49
H42 2.58 4.16 -3.98
H43 2.13 2.45 -3.97
C22 -2.18 -7.14 1.48
C23 -3.18 -6.07 1.91
C24 -3.53 -6.51 3.32
O8 -2.36 -7.15 3.84
C25 -1.43 -7.39 2.78
H44 -1.53 -6.84 0.67
H45 -2.71 -8.05 1.18
H46 -2.69 -5.09 1.92
H47 -4.05 -6.00 1.26
H48 -4.35 -7.23 3.32
H49 -3.80 -5.68 3.98
H50 -0.59 -6.69 2.89
H51 -1.04 -8.41 2.87
C26 -4.60 6.51 4.56
C27 -4.79 5.02 4.81
C28 -4.10 4.41 3.60
O9 -3.05 5.31 3.24
C29 -3.21 6.54 3.95
H52 -4.68 7.13 5.46
H53 -5.33 6.87 3.84
H54 -4.28 4.73 5.73
H55 -5.84 4.73 4.90
H56 -4.79 4.32 2.75
H57 -3.69 3.42 3.81
H58 -2.43 6.60 4.72
H59 -3.06 7.37 3.25



Here is a cluster of 2 separate species, C14H19N3O5 in total in a non-equilibrium geometry from the Open Molecules 2025 dataset. Energies are from ωB97M-V/def2-TZVPD.

Calculated values
- maximum force (Eh/bohr) = 0.13398
- ΔE to the lowest compared entry with this formula, charge and spin (kJ/mol) = 1021.6
- HOMO energy (eV) = -9.150
- orbital gap (eV) = 8.560

CARTESIAN COORDINATES (ANGSTROEM)
C1 1.07 -0.30 0.28
C2 -0.31 0.07 0.35
C3 1.83 1.03 0.08
C4 3.34 0.66 0.12
C5 4.15 0.40 -0.94
C6 3.91 0.35 1.42
C7 5.41 -0.35 -0.86
C8 5.19 -0.15 1.61
C9 5.99 -0.35 0.50
C10 -2.46 0.46 -0.73
C11 -2.75 1.70 0.02
C12 -3.45 -0.51 -0.22
C13 -5.00 -0.50 -0.68
C14 -5.91 -1.23 0.36
H1 2.43 -0.50 -1.43
H2 1.73 -2.18 -1.30
H3 1.48 -0.94 1.20
H4 1.74 1.93 0.82
H5 1.37 1.51 -0.90
H6 3.75 0.45 -1.97
H7 3.38 0.63 2.45
H8 6.03 -0.90 -1.90
H9 5.72 -0.43 2.63
H10 7.33 -1.53 -0.64
H11 -0.75 -0.45 -1.54
H12 -2.84 0.67 -1.78
H13 -2.89 -1.43 -0.72
H14 -3.35 -0.67 0.88
H15 -5.44 0.62 -0.71
H16 -5.32 -1.07 -1.75
H17 -6.96 -0.35 2.18
H18 -5.56 0.59 1.46
H19 -1.03 2.38 -0.47
N1 1.48 -0.99 -1.08
N2 -1.02 0.10 -0.80
N3 -6.41 -0.18 1.32
O1 -0.99 0.16 1.40
O2 7.31 -0.89 0.60
O3 -4.04 1.84 0.19
O4 -6.28 -2.40 0.48
O5 -1.85 2.73 0.04



Here is the molecule C2HN5O in a non-equilibrium geometry from the Open Molecules 2025 dataset. Energies are from ωB97M-V/def2-TZVPD.

Calculated values
- SMILES string = c1nnc2onnn12
- maximum force (Eh/bohr) = 0.07745
- ΔE to the lowest compared entry with this formula, charge and spin (kJ/mol) = 230.6
- HOMO energy (eV) = -10.901
- orbital gap (eV) = 10.515

CARTESIAN COORDINATES (ANGSTROEM)
C1 -1.14 0.81 0.07
N1 -1.86 -0.28 0.08
N2 -0.99 -1.46 -0.01
C2 0.16 -0.93 -0.09
O1 1.52 -1.25 0.01
N3 2.26 -0.09 0.12
N4 1.46 0.89 -0.06
N5 0.17 0.45 -0.05
H1 -1.58 1.86 -0.07



Here is the molecule C3H5NO2S in a non-equilibrium geometry from the Open Molecules 2025 dataset. Energies are from ωB97M-V/def2-TZVPD.

Calculated values
- SMILES string = C[C@@H]1OC(=O)NS1
- maximum force (Eh/bohr) = 0.06658
- ΔE to the lowest compared entry with this formula, charge and spin (kJ/mol) = 131.1
- HOMO energy (eV) = -9.090
- orbital gap (eV) = 9.414

CARTESIAN COORDINATES (ANGSTROEM)
C1 -1.08 -1.02 -0.25
C2 -0.36 0.22 -0.92
O1 1.03 -0.03 -0.78
C3 1.53 0.48 0.39
O2 2.64 0.19 0.85
N1 0.43 0.97 1.10
S1 -0.71 1.67 0.02
H1 -1.03 -0.87 0.90
H2 -0.36 -1.99 -0.60
H3 -2.11 -1.36 -0.69
H4 -0.65 0.30 -2.01
H5 0.68 1.45 1.97



Here is a structure of composition C4H5MgO5 in a non-equilibrium geometry from the Open Molecules 2025 dataset. Energies are from ωB97M-V/def2-TZVPD.

Calculated values
- spin multiplicity = 2
- maximum force (Eh/bohr) = 0.07477
- ΔE to the lowest compared entry with this formula, charge and spin (kJ/mol) = 328.2
- HOMO energy (alpha / beta) (eV) = -7.642 / -7.656
- orbital gap (alpha / beta) (eV) = 7.346 / 6.150

CARTESIAN COORDINATES (ANGSTROEM)
O1 1.60 0.83 0.26
C1 2.03 -0.37 0.25
C2 -0.49 0.39 0.38
O2 3.17 -0.64 -0.18
O3 1.16 -1.34 0.49
C3 -0.18 -1.07 0.04
Mg1 4.06 1.22 -0.22
H1 -0.55 1.00 -0.53
H2 -0.36 0.60 1.45
H3 -0.22 -1.24 -1.04
H4 -0.82 -1.77 0.58
O4 -4.36 0.41 0.05
C4 -3.11 0.82 -0.29
O5 -2.30 0.36 0.58
H5 -4.94 0.58 -0.70